Entry 1:
65
Properties=species:S:1:pos:R:3 method="wB97M-V/def2-TZVPD" homo_energy_ev="-16.8 / -16.8" charge=+4 lumo_ha="-0.48240 / -0.48243" gap_ha="0.135 / 0.135" multiplicity=1
Nb 0.125 -0.350 -1.447
Br -2.524 0.480 -1.830
C -2.239 -0.881 -3.342
Br -0.452 -0.471 -4.192
H -2.966 -0.648 -4.135
H -2.320 -1.841 -2.904
Se 6.073 -5.198 -1.714
N 5.490 -3.700 -2.797
C 4.348 -3.304 -2.343
C 3.840 -1.952 -2.598
C 4.485 -1.095 -3.509
C 4.020 0.220 -3.575
C 2.895 0.579 -2.853
N 2.177 -0.294 -2.103
C 2.609 -1.596 -1.991
C 1.948 -2.444 -1.080
N 0.705 -2.055 -0.549
C 0.084 -2.843 0.398
C 0.660 -3.994 0.962
C 1.959 -4.374 0.484
C 2.502 -3.710 -0.611
C 3.810 -4.038 -1.188
N 4.507 -5.012 -0.687
H 5.454 -1.453 -3.937
H 4.504 0.962 -4.231
H 2.542 1.639 -3.000
H -0.860 -2.431 0.791
H 0.149 -4.519 1.740
H 2.567 -5.150 0.888
C -5.490 -2.937 5.321
Si -3.672 -3.451 5.289
C -2.393 -2.155 4.587
C -3.412 -5.269 5.022
N 0.126 0.827 -0.107
C -0.438 1.970 0.437
C -1.473 1.818 1.394
C -2.137 2.941 1.938
C -1.686 4.236 1.680
C -0.534 4.390 0.931
C -0.016 3.289 0.200
O 0.800 3.452 -0.904
C 0.676 4.727 -1.541
C 1.759 5.623 -1.582
C 1.623 6.763 -2.306
C 0.419 7.110 -2.929
C -0.703 6.291 -2.694
C -0.581 5.059 -2.109
H -6.149 -3.702 5.753
H -5.751 -2.776 4.312
H -5.764 -1.967 5.886
H -1.768 -2.626 3.852
H -1.909 -1.642 5.448
H -2.919 -1.402 3.980
H -3.283 -5.695 6.036
H -2.468 -5.379 4.474
H -4.315 -5.773 4.468
H -1.701 0.824 1.741
H -3.055 2.842 2.467
H -2.175 5.182 2.044
H -0.152 5.354 0.721
H 2.705 5.396 -1.149
H 2.484 7.425 -2.390
H 0.355 7.952 -3.601
H -1.651 6.403 -3.256
H -1.443 4.370 -2.057



Entry 2:
67
Properties=species:S:1:pos:R:3 method="wB97M-V/def2-TZVPD" homo_energy_ev=-4.5 charge=-1 lumo_ha=0.08268 gap_ha=0.246 multiplicity=1
Na -0.267 0.802 1.725
C -4.634 -0.693 -0.922
O -4.268 -1.176 -2.208
C -3.101 -1.866 -2.310
C -2.295 -2.223 -1.228
C -1.082 -2.861 -1.454
C -0.659 -3.141 -2.749
C -1.516 -2.871 -3.810
C -2.718 -2.225 -3.600
N 0.593 -3.756 -3.105
N 1.684 -3.432 -2.600
C 1.834 -2.371 -1.657
C 2.612 -2.652 -0.558
C 2.671 -1.807 0.550
C 1.904 -0.635 0.629
O 1.850 0.101 1.668
C 1.165 -0.272 -0.590
N 0.447 0.880 -0.558
C -0.146 1.291 -1.651
C -0.042 0.614 -2.880
C 0.628 -0.574 -2.918
C 1.208 -1.093 -1.738
H -5.546 -0.118 -1.065
H -3.859 -0.043 -0.507
H -4.830 -1.515 -0.230
H -2.571 -1.980 -0.211
H -0.450 -3.091 -0.606
H -1.201 -3.143 -4.810
H -3.374 -1.972 -4.423
H 3.138 -3.601 -0.544
H 3.260 -2.080 1.417
H -0.731 2.202 -1.573
H -0.507 1.027 -3.765
H 0.716 -1.132 -3.841
Br -5.351 1.916 2.273
C -5.219 0.021 2.305
C -6.437 -0.651 2.334
C -6.474 -2.034 2.349
C -5.285 -2.751 2.348
C -4.082 -2.070 2.326
C -4.013 -0.675 2.290
C -2.609 -0.069 2.177
O -2.493 1.155 1.956
O -1.663 -0.887 2.274
H -7.353 -0.077 2.341
H -7.429 -2.545 2.363
H -5.294 -3.834 2.361
H -3.137 -2.597 2.325
C 5.489 1.971 2.111
C 5.739 2.847 0.887
C 6.090 4.276 1.286
C 4.556 2.806 -0.083
N 3.363 3.456 0.430
C 2.406 2.962 1.224
N 1.496 3.889 1.395
N 1.921 4.966 0.702
N 3.039 4.721 0.118
H 6.358 1.982 2.772
H 5.281 0.937 1.831
H 4.636 2.336 2.686
H 6.581 2.424 0.327
H 5.295 4.715 1.891
H 6.228 4.915 0.412
H 7.009 4.293 1.875
H 4.285 1.773 -0.305
H 4.801 3.308 -1.018
H 2.356 1.929 1.560



Summary of calculated total energy in Eh
-9325.97901; -4503.27043
(order as listed above)
Summary of energy above the lowest of the compared OMol25 structures with the same formula, charge and spin in kcal per mole
0.00; 7.03
(order as listed above)